[1]
C2H4FNO3 in the gas phase at a distorted geometry, computed with wB97M-V/def2-TZVPD.

Properties
Lowest unoccupied orbital energy (eV): 0.5059
E_HOMO (eV): -10.942
Relative energy (zero: lowest compared OMol25 entry of this formula, charge and spin) (kcal per mole): 17.3
SMILES: C[C@](O)(F)[N+](=O)[O-]
Calculated total energy (eV): -12485.590
Kohn-Sham gap (eV): 11.4

Cartesian coordinates (Å):
1 C -0.4186 -0.4517 -0.2204
2 C 0.6834 0.5199 -0.1483
3 N 2.1462 -0.3253 0.0744
4 O 2.2698 -1.3122 -0.5112
5 O 2.9654 0.2945 0.6942
6 O 0.7582 1.5054 0.7729
7 F 0.8237 0.9601 -1.4602
8 H -0.0888 -1.1523 0.4143
9 H -1.4563 -0.1123 0.0715
10 H -0.3883 -0.9273 -1.2271
11 H 1.6651 1.8650 0.8759

[2]
2 unconnected molecules or ions with the total composition C2H4FNO3 at a distorted geometry, computed with wB97M-V/def2-TZVPD.

Properties
Lowest unoccupied orbital energy (spin up / spin down) (eV): -0.1445 / -1.3439
E_HOMO (spin up / spin down) (eV): -9.125 / -9.073
Relative energy (zero: lowest compared OMol25 entry of this formula, charge and spin) (kcal per mole): 95.7
Calculated total energy (eV): -12482.193
Kohn-Sham gap (spin up / spin down) (eV): 9.0 / 7.7

Cartesian coordinates (Å):
1 C -1.3394 -0.4895 0.5429
2 C 1.0203 0.7617 0.4357
3 N 0.4495 1.8044 -0.3246
4 O -0.0104 2.6981 0.3273
5 O 0.4863 1.7252 -1.5342
6 O 1.7282 -0.1398 -0.2471
7 F -0.9743 -1.4347 1.4100
8 H -1.0979 -0.6811 -0.4819
9 H -1.3633 0.5057 1.0770
10 H 1.1415 0.8877 1.5589
11 H 1.3881 -0.1994 -1.1741

[3]
2 unconnected molecules or ions with the total composition C2H4FO3S at a distorted geometry, computed with wB97M-V/def2-TZVPD.

Properties
Net charge: -1
Lowest unoccupied orbital energy (spin up / spin down) (eV): 3.7742 / 3.6362
E_HOMO (spin up / spin down) (eV): -4.888 / -4.600
Relative energy (zero: lowest compared OMol25 entry of this formula, charge and spin) (kcal per mole): 105.4
Calculated total energy (eV): -21831.474
Kohn-Sham gap (spin up / spin down) (eV): 8.7 / 8.2

Cartesian coordinates (Å):
1 C -1.3171 -0.5648 1.5447
2 C 0.8897 -0.3222 -0.0974
3 O -0.7833 0.4918 -2.0305
4 O 0.7786 2.2270 -1.1328
5 O 1.6216 0.3195 -2.4590
6 F -0.7058 -0.8035 2.7274
7 S 0.5929 0.8478 -1.5465
8 H -1.6175 0.5021 1.6067
9 H -1.9032 -1.3673 1.2618
10 H 1.3742 0.0109 0.7421
11 H 1.0698 -1.3414 -0.6165

[4]
C2H4FPS in the gas phase at a distorted geometry, computed with wB97M-V/def2-TZVPD.

Properties
Lowest unoccupied orbital energy (eV): 0.2667
E_HOMO (eV): -8.361
Relative energy (zero: lowest compared OMol25 entry of this formula, charge and spin) (kcal per mole): 17.1
SMILES: [H]/P=C(/F)SC
Calculated total energy (eV): -24978.220
Kohn-Sham gap (eV): 8.6

Cartesian coordinates (Å):
1 C -1.8753 -0.1960 -0.0536
2 C 0.8338 -0.2962 0.2706
3 F -1.4800 -1.4430 -0.1516
4 P -3.5059 0.2195 0.1143
5 S -0.4645 0.8554 -0.1473
6 H 1.6768 0.3195 0.1412
7 H 0.7303 -1.0126 -0.4344
8 H 0.3976 -0.7456 1.2191
9 H -3.1847 1.6070 0.4721

[5]
2 unconnected molecules or ions with the total composition C2H4FPS at a distorted geometry, computed with wB97M-V/def2-TZVPD.

Properties
Lowest unoccupied orbital energy (eV): 0.6913
E_HOMO (eV): -8.947
Relative energy (zero: lowest compared OMol25 entry of this formula, charge and spin) (kcal per mole): 33.3
SMILES: FC#P.CS
Calculated total energy (eV): -24977.518
Kohn-Sham gap (eV): 9.6

Cartesian coordinates (Å):
1 C -1.0247 2.1868 -0.1413
2 C 0.3044 -1.2198 -0.4289
3 F -1.1167 1.5981 -1.2860
4 P -0.9589 2.7167 1.3164
5 S 0.4692 -0.9646 1.3767
6 H 0.9206 -1.9375 -0.8060
7 H 0.3715 -0.3416 -1.0102
8 H -0.7405 -1.5674 -0.4370
9 H 1.7751 -0.4706 1.4165

[6]
A molecular structure, C2H4HgO3 at a distorted geometry, computed with wB97M-V/def2-TZVPD.

Properties
Net charge: +1
Lowest unoccupied orbital energy (spin up / spin down) (eV): -4.0166 / -7.5391
Expectation value of S²: 0.751
E_HOMO (spin up / spin down) (eV): -14.419 / -16.350
Relative energy (zero: lowest compared OMol25 entry of this formula, charge and spin) (kcal per mole): 0.0
Spin multiplicity: 2
Calculated total energy (eV): -12446.806
Kohn-Sham gap (spin up / spin down) (eV): 10.4 / 8.8

Cartesian coordinates (Å):
1 O -1.2639 0.1527 1.3246
2 C -0.9459 -0.2000 0.2250
3 Hg -0.3470 0.0433 -2.4642
4 O 0.2700 -0.2484 -0.3161
5 O -1.7672 0.0073 -0.8156
6 H -2.5960 0.4428 -0.4423
7 C 1.4532 -0.0835 0.4882
8 H 1.8010 0.9491 0.3915
9 H 1.1968 -0.2935 1.5297
10 H 2.1991 -0.7698 0.0792

[7]
A molecular structure, C2H4I2N2 at a distorted geometry, computed with wB97M-V/def2-TZVPD.

Properties
Lowest unoccupied orbital energy (eV): -0.2908
E_HOMO (eV): -8.701
Relative energy (zero: lowest compared OMol25 entry of this formula, charge and spin) (kcal per mole): 20.0
Calculated total energy (eV): -21317.203
Kohn-Sham gap (eV): 8.4

Cartesian coordinates (Å):
1 C 1.6405 0.5495 0.6234
2 C -1.5825 -0.5017 -0.8229
3 N 0.3443 0.1750 0.2038
4 N 0.0284 -0.7434 -0.4966
5 I -2.1629 1.3221 0.0995
6 I -2.7423 -2.2881 -0.1026
7 H 1.5796 1.6212 0.7085
8 H 2.3803 0.1019 0.0875
9 H 2.0502 0.2606 1.6443
10 H -1.5355 -0.4971 -1.9448

[8]
A molecular structure, C2H4I2N2O at a distorted geometry, computed with wB97M-V/def2-TZVPD.

Properties
Lowest unoccupied orbital energy (eV): -0.6947
E_HOMO (eV): -8.748
Relative energy (zero: lowest compared OMol25 entry of this formula, charge and spin) (kcal per mole): 52.3
Calculated total energy (eV): -23364.106
Kohn-Sham gap (eV): 8.1

Cartesian coordinates (Å):
1 C -0.7322 -0.0792 -0.0062
2 C 0.9461 0.4482 -0.0366
3 N 1.8761 -0.1495 -0.7962
4 N 1.0317 1.5447 0.6158
5 O -1.4131 0.7939 0.8598
6 I 1.5097 -1.6055 -2.1573
7 I 2.7666 2.4324 0.9566
8 H -0.8485 -1.0611 0.6492
9 H -1.6083 -0.2117 -1.0046
10 H 2.7682 -0.0523 -0.5106
11 H -1.6172 1.5689 0.3476